Entry 1:
Below is a 14-piece molecular cluster, C36H100N6O14 overall at a distorted geometry, with properties calculated with ωB97M-V with the def2-TZVPD basis set.

```
156
Properties=species:S:1:pos:R:3:lowdin_charge:R:1
C 0.23556 -2.17089 5.21813 -0.695
O -0.81384 -2.23028 5.84698 0.023
N 1.08238 -3.25695 5.08793 0.131
N 0.67772 -1.04408 4.62008 0.197
H 0.73626 -4.11442 5.47562 0.099
H 2.06115 -3.10579 4.93450 0.086
H 0.09588 -0.22400 4.65679 0.071
H 1.53798 -1.02220 4.08801 0.057
C -2.99897 2.19834 -2.48251 -0.626
O -2.56013 2.80105 -1.49658 -0.032
N -2.69983 2.54102 -3.76334 0.176
N -3.72257 1.06475 -2.32636 0.204
H -2.81713 1.90091 -4.52655 0.099
H -2.21346 3.39617 -3.96179 0.098
H -4.04595 0.84006 -1.39077 0.073
H -4.23120 0.68514 -3.10459 0.111
C -2.45112 6.44287 -0.96961 -0.687
O -2.31796 7.65620 -0.87509 0.011
N -2.53426 5.63715 0.12994 0.164
N -2.45884 5.77676 -2.16178 0.155
H -2.58070 4.63296 0.11630 0.066
H -2.52630 6.09028 1.02488 0.098
H -2.36406 4.77497 -2.10437 0.039
H -2.32038 6.37205 -2.95642 0.102
C 5.45296 -0.19769 2.46428 -0.052
C 4.16602 0.51047 2.87575 -0.434
C 3.47756 1.17624 1.70222 -0.052
O 3.23802 -0.46109 3.41479 -0.088
H 5.31520 -1.01789 1.75950 0.077
H 5.96071 -0.56768 3.35692 0.082
H 6.10484 0.56310 2.02704 0.082
H 4.36670 1.24621 3.65314 0.142
H 2.47732 1.49956 2.01190 0.070
H 3.28020 0.51067 0.86172 0.060
H 3.95505 2.09536 1.36044 0.089
H 3.36674 -1.21096 2.81758 0.055
C 0.61163 1.28462 -0.79643 -0.025
C -0.39682 0.33474 -0.15758 -0.442
C 0.15800 -0.58489 0.89975 -0.033
O -1.40759 1.15259 0.47318 -0.083
H 1.55507 0.76701 -0.99622 0.061
H 0.92163 2.07632 -0.11084 0.091
H 0.12124 1.70389 -1.67257 0.063
H -0.91127 -0.25556 -0.92621 0.110
H -0.57725 -1.22547 1.39180 0.068
H 0.67264 -0.02119 1.68182 0.070
H 0.88613 -1.27992 0.46559 0.073
H -1.70519 1.80550 -0.18559 0.041
C -2.43740 -5.60399 1.42643 -0.039
C -1.67975 -5.24319 2.69004 -0.456
C -1.09379 -3.85323 2.67629 -0.047
O -2.65507 -5.31292 3.75116 -0.052
H -1.77482 -5.45093 0.56566 0.073
H -3.23142 -4.89180 1.21263 0.059
H -2.85743 -6.60551 1.40653 0.083
H -0.89859 -5.97924 2.90974 0.133
H -1.83899 -3.07431 2.52715 0.037
H -0.37080 -3.68626 1.86987 0.068
H -0.56296 -3.62374 3.60280 0.046
H -2.20550 -5.36826 4.59960 0.085
C 3.14373 4.07055 -3.48093 -0.057
C 2.42767 4.67819 -2.27563 -0.454
C 0.93627 4.50885 -2.38236 -0.063
O 2.99050 4.07930 -1.09424 -0.073
H 2.88150 3.01860 -3.60866 0.059
H 4.22637 4.07330 -3.33064 0.076
H 2.95821 4.65207 -4.38655 0.084
H 2.73950 5.71944 -2.19293 0.139
H 0.43922 4.47307 -1.40828 0.080
H 0.60300 3.55103 -2.79935 0.052
H 0.47094 5.29104 -2.98349 0.078
H 2.94129 3.11689 -1.18315 0.035
C -3.53607 -2.15382 0.35915 -0.055
C -4.25320 -2.21746 1.69968 -0.439
C -3.57898 -1.38607 2.78765 -0.020
O -5.64691 -1.88068 1.52213 -0.059
H -4.15021 -2.61589 -0.41278 0.099
H -2.50253 -2.47084 0.48104 0.052
H -3.35544 -1.12256 0.02459 0.070
H -4.24259 -3.26416 2.01072 0.117
H -4.29919 -1.06751 3.54493 0.092
H -3.00270 -0.52895 2.43628 0.069
H -2.88678 -2.00364 3.34881 0.058
H -6.04121 -1.85326 2.39926 0.101
C -0.98500 -3.34752 -1.76328 -0.045
C -0.44477 -2.34574 -2.79233 -0.473
C 1.06235 -2.14368 -2.61212 -0.053
O -0.75630 -2.79682 -4.09698 -0.038
H -2.04869 -3.15455 -1.63682 0.062
H -0.56178 -3.09323 -0.78474 0.052
H -0.76285 -4.37223 -2.04894 0.090
H -0.88485 -1.36886 -2.58301 0.111
H 1.25039 -1.40960 -1.82838 0.049
H 1.57616 -1.83400 -3.52267 0.055
H 1.55743 -3.08347 -2.33715 0.078
H -0.16358 -3.50019 -4.37374 0.092
C 4.19619 -0.59149 -1.66962 -0.052
C 5.11348 0.57244 -1.34436 -0.477
C 6.25127 0.72394 -2.33919 -0.036
O 4.26709 1.72677 -1.31717 -0.088
H 3.78365 -0.43844 -2.67279 0.082
H 3.31577 -0.63935 -1.02710 0.047
H 4.71814 -1.54819 -1.62920 0.086
H 5.51157 0.37125 -0.34241 0.113
H 7.00382 -0.04784 -2.18321 0.085
H 6.71928 1.69999 -2.18558 0.083
H 5.87477 0.67942 -3.36156 0.085
H 4.85313 2.49333 -1.27224 0.091
C 4.26086 -5.26611 1.18824 -0.055
C 3.28805 -4.21272 0.68291 -0.476
C 1.98915 -4.81587 0.18243 -0.055
O 3.01355 -3.27494 1.73139 -0.068
H 4.51215 -5.98658 0.41349 0.085
H 3.87129 -5.79409 2.06848 0.084
H 5.13381 -4.78560 1.63990 0.081
H 3.76993 -3.64864 -0.11793 0.128
H 1.22972 -4.03304 0.09975 0.042
H 1.50847 -5.49313 0.89254 0.085
H 2.14419 -5.24099 -0.80989 0.086
H 2.88957 -3.75155 2.55886 0.077
C 2.28746 -0.35557 -6.22316 -0.051
C 0.86176 0.14129 -6.09278 -0.464
C 0.65384 0.86777 -4.76927 -0.047
O 0.67358 1.09996 -7.15535 -0.058
H 2.50991 -1.09733 -5.45323 0.063
H 3.01049 0.45808 -6.17321 0.085
H 2.44550 -0.86125 -7.17773 0.082
H 0.13715 -0.66595 -6.22780 0.133
H 0.68087 0.15993 -3.93793 0.057
H -0.32591 1.34633 -4.65145 0.058
H 1.36255 1.68470 -4.63617 0.070
H -0.14132 1.56745 -6.95086 0.073
C -1.52508 3.71421 3.49172 -0.045
C -0.67914 2.48674 3.86133 -0.475
C -0.31988 2.41421 5.33827 -0.048
O -1.36430 1.30887 3.41699 -0.074
H -1.26009 4.13201 2.51472 0.061
H -1.36361 4.53611 4.19196 0.073
H -2.57112 3.42323 3.40402 0.076
H 0.26788 2.54218 3.30862 0.128
H -1.18053 2.25021 5.98693 0.091
H 0.09628 3.37587 5.64179 0.079
H 0.43684 1.64004 5.45246 0.062
H -1.13900 1.20287 2.48448 0.033
C -4.81255 2.30637 0.92684 -0.049
C -5.97420 1.35301 0.69888 -0.467
C -7.12356 2.06623 0.00069 -0.059
O -5.61399 0.26854 -0.17349 -0.095
H -4.61811 2.87084 0.01282 0.065
H -3.90965 1.77287 1.22464 0.067
H -5.12277 3.03555 1.67855 0.086
H -6.32884 0.90099 1.63037 0.135
H -6.80510 2.32124 -1.01329 0.079
H -7.41350 3.00821 0.47220 0.080
H -8.01842 1.44769 -0.06418 0.077
H -5.38642 -0.49238 0.39148 0.033
```

## Properties
Energy relative to the best compared isomer or geometry (same formula, charge and spin), kcal/mol: 0.0
E, eV: -76562.7962
E_LUMO, eV: 0.159
HOMO, eV: -9.45
Kohn-Sham gap, eV: 9.6101

Entry 2:
Below is the molecule C19H21ClN4O2S, with properties calculated with ωB97M-V with the def2-TZVPD basis set.

```
48
Properties=species:S:1:pos:R:3:nbo_charge:R:1
C -3.57920 -4.74237 0.97529 -0.408
N -3.17273 -3.42521 0.58513 -0.170
N -4.04651 -2.41484 0.52940 -0.264
C -3.40273 -1.31598 0.15056 0.198
C -4.10164 -0.05340 0.00240 -0.101
C -3.41235 1.15361 -0.10139 -0.185
C -4.09408 2.34625 -0.24671 -0.233
C -5.47915 2.33877 -0.28775 -0.028
Cl -6.33547 3.82912 -0.47508 0.004
C -6.18583 1.15025 -0.17600 -0.247
C -5.49720 -0.03617 -0.03143 -0.121
C -2.02981 -1.62623 -0.05944 -0.194
C -0.77170 -1.12090 -0.46234 -0.182
C 0.19362 -2.08611 -0.45118 -0.286
C 1.62847 -2.05304 -0.76208 0.640
O 2.33094 -3.03522 -0.59641 -0.625
N 2.09966 -0.88201 -1.25634 -0.607
C 3.50889 -0.68858 -1.50348 -0.252
C 4.30219 -0.30135 -0.23448 -0.212
N 4.13535 1.03540 0.28126 -0.448
C 4.61081 2.10636 -0.57102 -0.251
C 4.68854 3.38430 0.26902 -0.070
O 3.43535 3.70951 0.82440 -0.523
C 2.95724 2.65333 1.62455 -0.072
C 2.82816 1.36534 0.80716 -0.244
S -0.37975 -3.66881 0.05760 0.461
C -1.94833 -2.99710 0.23734 -0.027
H -4.64501 -4.70942 1.18908 0.239
H -3.03407 -5.06051 1.86589 0.210
H -3.38583 -5.45395 0.17032 0.209
H -2.33547 1.16459 -0.05016 0.208
H -3.55757 3.27906 -0.32487 0.227
H -7.26418 1.16025 -0.20439 0.227
H -6.02552 -0.97172 0.05787 0.227
H -0.59589 -0.10016 -0.75119 0.217
H 1.48640 -0.08758 -1.31714 0.394
H 3.90222 -1.64350 -1.86140 0.233
H 3.63129 0.06612 -2.28228 0.200
H 4.03032 -1.00233 0.55898 0.210
H 5.36552 -0.43133 -0.45249 0.200
H 5.60360 1.85234 -0.94635 0.207
H 3.93996 2.29015 -1.42924 0.162
H 4.98135 4.23730 -0.34537 0.192
H 5.42540 3.23848 1.07253 0.167
H 1.98632 2.97323 2.00678 0.191
H 3.64479 2.47794 2.46466 0.168
H 2.47669 0.55094 1.44292 0.212
H 2.08697 1.54515 0.00687 0.147
```

## Properties
Energy relative to the best compared isomer or geometry (same formula, charge and spin), kcal/mol: 8.8
E, eV: -53456.7204
SMILES string: Cn1nc(-c2ccc(Cl)cc2)c2cc(C(=O)NCCN3CCOCC3)sc21
E_LUMO, eV: 0.198
HOMO, eV: -8.17
Kohn-Sham gap, eV: 8.3667